C3H6O2 | ωB97M-V/def2-TZVPD

Positions of all 11 atoms, in Å:
O -0.87 1.26 -0.10
H 0.14 1.08 -2.22
H -0.06 -0.11 1.99
H -1.67 0.32 1.86
H -0.06 -0.38 -0.35
C 1.92 -0.19 -1.43
O -0.91 -0.14 0.12
H 2.81 -0.47 -0.99
C 0.97 0.45 -1.95
C -0.97 -0.40 1.53
H -1.30 -1.40 1.55

Computed properties:
molar mass: 74.08 g mol⁻¹
E: -268.1123 hartree



C3H6O2 | ωB97M-V/def2-TZVPD

Positions of all 11 atoms, in Å:
O 0.53 -2.90 0.10
C 1.24 -2.02 0.48
O -1.19 1.40 0.84
H 2.27 -1.88 0.09
H 0.56 0.71 0.10
H 0.95 -1.26 1.24
H -1.43 2.31 1.09
C -0.26 1.37 -0.17
H 0.43 1.78 -2.06
C -0.36 1.95 -1.35
H -1.18 2.61 -1.56

Computed properties:
structure (SMILES): C=CO.C=O
molar mass: 74.08 g mol⁻¹
E: -268.3131 hartree



C3H6O2 | ωB97M-V/def2-TZVPD

Positions of all 11 atoms, in Å:
C -0.40 -1.64 -0.04
O -1.33 -2.38 0.68
H 0.03 -0.88 0.65
H 1.66 1.68 -1.05
O -0.31 -1.66 -1.25
H -1.78 -3.06 0.07
H -0.71 1.81 0.95
C 1.20 1.19 -0.20
H 1.42 0.12 0.05
H 0.03 2.87 -0.22
C 0.17 1.96 0.36

Computed properties:
structure (SMILES): O=CO.C=C
molar mass: 74.08 g mol⁻¹
E: -268.3245 hartree



C3H6O2 | ωB97M-V/def2-TZVPD

Positions of all 11 atoms, in Å:
H -1.67 0.37 -1.49
H 0.00 -1.26 -0.77
C -0.24 0.75 -0.01
H 0.23 -0.73 1.98
H -1.66 2.06 -0.80
O 0.02 -1.30 1.23
O 1.77 -0.47 -0.04
H 0.20 1.46 0.67
C 0.38 -0.62 0.05
C -1.23 1.08 -0.81
H 2.19 -1.34 -0.02

Computed properties:
structure (SMILES): C=CC(O)O
molar mass: 74.08 g mol⁻¹
E: -268.3574 hartree



C3H6O2 | ωB97M-V/def2-TZVPD

Positions of all 11 atoms, in Å:
C 0.39 1.25 0.82
H 0.35 2.26 1.22
O -0.37 -2.61 -0.55
H 0.77 -1.42 0.62
C -0.98 -0.39 -0.16
H 0.91 1.04 -1.20
H 0.51 0.46 -1.50
C -0.13 -1.54 -0.03
H -1.99 -0.46 -0.53
H 1.28 0.63 0.88
O -0.74 0.77 0.44

Computed properties:
molar mass: 74.08 g mol⁻¹
E: -268.2190 hartree



C3H6O2S | ωB97M-V/def2-TZVPD

Positions of all 12 atoms, in Å:
H -3.13 -2.21 2.13
C 3.78 0.29 -0.83
O -5.13 0.32 0.48
S -2.26 -1.30 2.83
O -3.98 2.12 -0.29
H 2.20 1.22 -1.76
H 4.20 -0.72 -0.62
H 2.62 -0.35 -2.47
H 4.18 1.00 -0.19
H -0.83 -2.10 2.44
C 2.87 0.50 -1.86
C -4.53 1.23 0.14

Computed properties:
structure (SMILES): O=C=O.C=C.S
molar mass: 106.15 g mol⁻¹
E: -666.4984 hartree



C3H6O2S | ωB97M-V/def2-TZVPD

Positions of all 12 atoms, in Å:
H 1.77 0.74 -2.05
H -0.35 1.10 -0.73
H -2.59 0.43 1.65
H 1.06 -1.44 0.19
C 0.67 -0.82 -0.62
C 0.15 0.47 0.00
H 0.91 1.07 0.50
O -0.62 -0.62 2.00
S 2.02 -0.53 -1.80
O -2.04 0.73 0.92
C -0.83 0.13 1.09
H -0.15 -1.28 -1.15

Computed properties:
structure (SMILES): O=C(O)CCS
molar mass: 106.15 g mol⁻¹
E: -666.5908 hartree



C3H6O2S | ωB97M-V/def2-TZVPD

Positions of all 12 atoms, in Å:
S -0.77 -1.30 0.00
O 1.98 -0.92 0.48
C -1.30 0.44 0.11
H 0.26 2.04 0.24
H 0.35 1.11 1.66
H -1.57 0.74 -0.94
H -2.19 0.44 0.80
H 1.09 0.14 -1.23
O -1.24 -1.86 -1.31
C 0.00 0.99 0.58
C 0.84 -0.35 -0.28
H 2.55 -1.48 -0.10

Computed properties:
molar mass: 106.15 g mol⁻¹
E: -666.4708 hartree



C3H6O3 | ωB97M-V/def2-TZVPD

Positions of all 12 atoms, in Å:
H 1.91 -0.13 -0.26
H 0.33 -1.81 0.15
C -1.14 -0.14 0.41
C 1.18 0.38 -1.02
C 0.20 -0.79 0.50
O -1.14 1.20 0.77
H -1.61 -0.35 -0.55
O 1.06 1.59 -0.87
O 0.66 -0.46 -1.79
H -1.69 -0.70 1.19
H 0.81 -0.46 1.34
H -0.57 1.67 0.13

Computed properties:
molar mass: 90.08 g mol⁻¹
E: -343.4866 hartree



C3H6O3 | ωB97M-V/def2-TZVPD

Positions of all 12 atoms, in Å:
H 0.96 0.62 1.85
H -1.30 -0.44 1.36
O 0.64 -0.45 -1.36
H -1.84 -0.93 -0.42
H 1.31 0.26 -1.44
H 0.84 -1.52 0.43
H -1.11 0.75 -1.23
C 1.08 0.58 0.75
C 0.42 -0.58 0.02
O 1.70 1.43 0.15
C -1.09 -0.50 0.27
O -1.61 0.76 -0.38

Computed properties:
structure (SMILES): O=C[C@H](O)CO
molar mass: 90.08 g mol⁻¹
E: -343.5677 hartree



C3H6O3 | ωB97M-V/def2-TZVPD

Positions of all 12 atoms, in Å:
O 0.71 -0.34 0.59
H -1.85 -0.91 0.75
C -0.16 0.04 -0.34
C -1.57 0.06 0.28
H 2.27 -0.91 -0.66
H 2.65 -0.60 1.07
C 2.09 -0.26 0.20
H 2.34 0.77 -0.06
O 0.11 0.38 -1.46
H -2.26 -0.14 -0.93
O -1.96 1.19 0.82
H -2.43 0.65 -0.42

Computed properties:
molar mass: 90.08 g mol⁻¹
E: -343.4682 hartree



C3H6O3 | ωB97M-V/def2-TZVPD

Positions of all 12 atoms, in Å:
O -0.18 -1.48 0.96
O -0.73 -1.02 -1.23
H 0.55 1.35 0.44
H -1.65 -0.59 -1.33
H 1.84 0.21 -0.25
H 0.22 -2.16 0.48
C -0.43 -0.41 0.02
H -1.52 0.85 1.59
O -2.70 0.39 0.07
H 0.71 1.06 -1.28
C 0.77 0.60 -0.30
C -1.61 0.33 0.57

Computed properties:
structure (SMILES): CC(O)(O)C=O
molar mass: 90.08 g mol⁻¹
E: -343.5878 hartree



C3H6O3P | ωB97M-V/def2-TZVPD

Positions of all 13 atoms, in Å:
O -2.66 0.23 -0.20
H -1.54 1.57 -1.12
H -0.23 -1.74 0.21
C -1.63 0.90 -0.31
P 1.16 0.10 0.05
H 0.59 -1.58 -1.41
C 0.65 -1.61 -0.37
O 1.47 0.90 -1.19
C -0.51 0.92 0.69
H -0.03 1.85 0.71
H 1.39 -2.22 0.05
H -0.74 0.61 1.71
O 2.08 0.06 1.18

Computed properties:
structure (SMILES): C[P@](=O)([O-])CC=O
molar mass: 121.05 g mol⁻¹
charge: -1
E: -685.1011 hartree



C3H6O3S | ωB97M-V/def2-TZVPD

Positions of all 13 atoms, in Å:
O 0.48 -2.80 -2.71
C -0.24 0.23 1.09
H -1.31 -0.19 1.02
H 0.32 -1.83 -2.99
S -1.28 2.72 2.16
H 0.18 0.14 2.05
C -0.40 1.81 0.84
O 1.75 -0.61 0.35
H -1.00 2.03 -0.03
H 0.54 2.42 0.85
C 0.59 -0.43 0.06
H 0.35 -2.59 -1.71
O 0.01 -0.90 -0.98

Computed properties:
molar mass: 122.14 g mol⁻¹
charge: -2
E: -741.8035 hartree



C3H6O3S | ωB97M-V/def2-TZVPD

Positions of all 13 atoms, in Å:
C 1.25 -0.25 -0.19
O -2.95 -0.03 1.07
H -3.19 -0.92 -0.70
O 3.75 0.05 0.36
H 1.10 1.19 -1.70
S 2.67 -0.96 0.36
H 0.32 1.57 -0.17
H -2.39 -0.01 1.79
C 1.12 1.12 -0.62
C -2.59 -0.83 0.12
H 2.08 1.47 -0.30
O -1.57 -1.51 0.22
H 0.40 -0.90 -0.23

Computed properties:
molar mass: 122.14 g mol⁻¹
E: -741.7533 hartree



C3H6O4S | ωB97M-V/def2-TZVPD

Positions of all 14 atoms, in Å:
H 0.30 0.08 1.54
H -1.81 0.26 1.09
C 0.41 -0.72 -0.26
H -1.22 -1.59 -0.51
O 0.71 -0.70 1.02
C -1.83 0.52 0.04
H -1.06 -0.25 -1.72
O 1.35 -0.81 -1.06
H -2.94 0.38 -0.06
C -1.04 -0.52 -0.70
S 3.04 0.51 -0.23
H -1.58 1.58 -0.16
O 1.98 1.41 0.13
O 3.69 -0.15 0.87

Computed properties:
molar mass: 138.14 g mol⁻¹
E: -817.0285 hartree



C3H6O5S | ωB97M-V/def2-TZVPD

Positions of all 15 atoms, in Å:
H 1.27 -0.22 1.30
S -0.24 1.29 -0.49
O -1.76 0.86 -0.99
C -1.42 -1.08 0.14
C 0.70 -0.10 -0.69
H -1.04 0.15 1.56
H 2.02 -1.45 0.31
H 1.16 0.06 -1.72
O 0.16 2.39 -1.27
O -1.19 -0.81 1.36
O -0.52 1.63 0.91
O -2.09 -0.46 -0.80
H -1.26 -2.10 -0.13
H 2.51 0.24 0.14
C 1.69 -0.42 0.37

Computed properties:
molar mass: 154.14 g mol⁻¹
E: -892.0663 hartree



C3H6O5S2 | ωB97M-V/def2-TZVPD

Positions of all 16 atoms, in Å:
O 0.13 -2.45 0.26
C -0.32 -2.04 -2.27
H -1.54 2.68 0.65
C 1.54 0.00 0.81
O -1.01 -0.28 0.02
H 2.57 0.35 0.92
H 1.32 -0.83 1.50
H -2.61 1.99 1.95
H 0.44 -2.80 -2.30
H -0.14 -1.23 -2.97
O 0.71 1.10 1.14
S -0.03 -1.39 -0.67
C -1.62 2.14 1.58
O 1.36 -0.41 -0.49
S -0.80 0.73 1.50
O -0.86 -0.16 2.61

Computed properties:
2S+1: 3
molar mass: 186.21 g mol⁻¹
E: -1290.1297 hartree



C3H6OS | ωB97M-V/def2-TZVPD

Positions of all 11 atoms, in Å:
O 0.04 -0.29 1.96
C 0.47 0.53 0.97
H -0.91 -0.45 1.66
H -1.61 0.33 0.18
H 0.51 -1.67 -0.40
C -0.48 0.41 -0.23
H -0.65 1.34 -0.89
H -0.54 -0.87 -1.85
H 1.22 -0.15 -1.60
S 1.79 1.55 1.25
C 0.16 -0.73 -1.05

Computed properties:
structure (SMILES): CCC(O)=S
molar mass: 90.15 g mol⁻¹
E: -591.2591 hartree



C3H6OS | ωB97M-V/def2-TZVPD

Positions of all 11 atoms, in Å:
C -0.59 1.04 0.32
H -0.39 2.07 -0.33
H -1.60 0.63 0.17
C 0.26 0.03 -0.21
C -0.29 -1.40 -0.55
S 1.96 0.09 0.07
H -1.16 -1.16 -1.29
H 0.48 -1.94 -1.11
H -0.59 1.36 1.35
H 2.37 1.21 0.89
O -0.46 -1.92 0.68

Computed properties:
molar mass: 90.15 g mol⁻¹
E: -591.1823 hartree